Density functional theory data (ωB97M-V with the def2-TZVPD basis set) for the ion C6H6FO with charge +1 in a non-equilibrium geometry.

Geometry as XYZ:
```
14
C6H6FO, DFT ωB97M-V with the def2-TZVPD basis set
C -0.81 0.03 -1.33
C -0.44 -1.05 -0.56
C -0.43 1.30 -0.93
C 0.32 -0.69 0.70
C -0.15 2.58 -1.13
C 0.74 -1.60 1.80
O 0.45 0.54 0.78
F 0.48 3.35 -0.30
H -1.34 -0.24 -2.32
H -0.70 -2.09 -0.92
H -0.56 3.10 -1.91
H 0.32 -2.57 1.54
H 0.34 -1.13 2.79
H 1.77 -1.53 1.79
```

Computed properties:
Energy above the lowest of the compared OMol25 structures with the same formula, charge and spin in kJ/mol: 216.1
Kohn-Sham gap in eV: 8.736
Charge: +1
Calculated total energy in eV: -11073.027

Formally, the Löwdin partial charges of the atoms, in units of the elementary charge, are as follows: -0.034, 0.042, 0.163, -0.310, -0.035, 0.052, 0.135, 0.163, 0.188, 0.152, 0.140, 0.101, 0.163, 0.080